Molecular formula: C33H24N7O7ReS2
Method: DFT, ωB97M-V with the def2-TZVPD basis set

Geometry as XYZ:
```
74
Properties=species:S:1:pos:R:3:forces:R:3
Re 0.518600 0.247400 0.230200 -2.1 -3.0 0.3
S 0.777400 -2.005300 1.080000 0.0 1.5 -1.1
S -0.681500 -3.814600 2.986700 -0.2 -0.6 -0.4
O 5.584500 -0.615500 -3.816700 -0.1 0.0 0.0
O -1.384200 0.236600 0.585100 2.7 -0.3 -1.6
O 3.579300 -0.527300 -4.763200 -0.2 0.0 -0.4
O 0.116200 -0.193500 -1.853800 -0.8 0.5 1.9
O 2.902200 6.902100 2.864900 0.0 0.3 0.1
O 1.062800 -0.312300 -3.865700 -0.1 0.0 0.2
O 4.221400 5.289200 3.398800 0.5 -0.1 0.2
N -0.782400 -1.270700 3.207000 -0.6 -2.1 -0.1
N 3.661100 -0.161300 -0.172800 0.1 0.1 0.2
N 0.294200 2.259700 -0.340600 0.4 0.2 0.2
N 2.406800 -0.013700 -0.617800 0.0 0.0 -0.4
N 1.520700 1.225000 1.760800 0.6 0.8 0.4
N 3.238900 5.744900 2.864500 -0.2 0.2 0.0
N -0.599900 -0.024400 3.367200 1.1 2.0 0.7
C 2.922400 1.441700 3.686600 0.1 0.6 -0.1
C 3.028000 -3.241200 3.081800 -0.1 -0.2 0.1
C 4.509200 -0.387600 -1.186500 -0.3 0.0 -0.5
C -0.620400 4.084500 -1.565100 0.2 0.3 0.2
C 4.388500 -0.531500 -3.730900 0.0 0.0 0.5
C 3.773100 -0.388500 -2.362100 -0.2 0.1 0.1
C 2.169500 0.687600 2.802900 -0.2 -0.3 -0.3
C -1.397900 0.968200 3.272100 -0.2 -0.4 -0.5
C 1.728600 -3.820200 5.014800 0.2 0.0 0.0
C 0.068100 5.000100 -0.799300 -0.1 -0.3 0.0
C 0.922500 3.134700 0.472800 -0.1 0.8 -0.1
C 1.623500 2.580100 1.581500 0.4 0.3 0.3
C 0.949700 -4.638300 2.796800 -0.4 0.4 0.0
C 2.572900 -3.074600 5.813800 0.0 0.0 0.0
C -0.259400 -2.178700 2.485300 -0.2 0.8 0.5
C -5.036100 0.965800 2.287700 0.1 0.0 0.0
C 2.388700 3.412700 2.430400 -0.2 -0.2 -0.2
C -3.879900 1.157400 3.027800 -0.2 -0.2 -0.1
C 3.868300 -2.486800 3.885000 0.1 0.2 0.1
C 2.396000 4.816200 2.117300 -0.8 0.0 -0.9
C 1.642200 5.352200 1.113300 0.5 0.1 0.7
C -4.949400 0.506800 0.977500 -0.1 0.1 0.3
C -2.532500 0.429000 1.133100 -2.7 0.6 1.6
C 3.638900 -2.393200 5.247400 0.0 0.1 0.0
C 3.045500 2.808500 3.516300 -0.1 -0.6 0.0
C 0.868400 4.529600 0.257700 0.0 -1.0 0.1
C -2.638800 0.874000 2.487200 0.3 -0.4 -0.7
C 1.105500 -0.222900 -2.647800 1.4 0.0 -0.8
C 2.445500 -0.168300 -1.945300 0.2 -0.2 -0.1
C 1.941200 -3.904200 3.641200 0.2 -0.1 0.1
C -3.728300 0.247600 0.402000 0.9 0.0 0.0
C -1.032800 2.261000 3.922400 0.2 -0.1 -0.1
C -0.463700 2.718500 -1.316100 -0.3 0.0 -0.5
H 0.003500 6.061400 -0.991200 0.0 0.1 0.0
H 0.771200 -5.653800 3.146600 0.0 0.0 0.0
H 2.085000 -0.383600 2.932400 -0.1 0.0 0.0
H 2.606300 -0.460300 -4.560100 0.3 0.0 0.3
H -1.841300 2.588400 4.575200 0.0 0.1 0.0
H 2.397600 -3.017700 6.876400 0.0 0.0 0.1
H -0.126100 2.147600 4.510400 0.1 0.0 0.1
H 4.291400 -1.798900 5.868600 0.1 0.0 0.1
H 4.712300 -1.970400 3.449600 0.1 0.0 -0.1
H 3.409200 0.947500 4.508900 0.0 -0.1 0.1
H 3.872900 -0.132100 0.815400 -0.1 0.0 -0.1
H 5.559500 -0.547500 -1.047200 0.2 0.0 0.1
H -0.891200 3.035700 3.168100 0.0 0.2 0.0
H 3.638100 3.393200 4.199600 0.0 0.0 0.0
H 1.210900 -4.652300 1.741100 0.1 -0.2 0.0
H 0.887500 -4.337600 5.451100 -0.1 0.0 0.1
H -3.645400 -0.103000 -0.614300 0.0 -0.1 -0.2
H -0.958800 1.973000 -1.923100 0.0 0.0 0.0
H -5.852700 0.349300 0.410400 -0.1 0.0 -0.1
H 3.221400 -3.324100 2.022000 0.0 0.0 -0.1
H 1.653300 6.422800 0.960100 0.1 0.0 0.0
H -3.938000 1.480300 4.056100 -0.1 0.1 0.1
H -1.265800 4.403200 -2.368300 0.0 0.0 -0.1
H -5.998900 1.152600 2.735600 -0.1 0.1 0.0
```
Forces are in eV/Å.

Summary:
Charge: +1
Spin multiplicity: 2
Relative energy (zero: lowest compared OMol25 entry of this formula, charge and spin): 229.38 kJ/mol
Highest occupied orbital energy (alpha / beta): -0.387 / -0.388 Ha
<S²>: 0.784
Frontier orbital gap (alpha / beta): 4.82 / 5.36 eV
Total energy: -3056.3054 Ha